ORCA calculation (ωB97M-V/def2-TZVPD) on a cluster of 12 separate species, C34H87BN5O21 in total at a distorted geometry.

Results
- LUMO energy (spin up / spin down) (hartree) = -0.03899 / -0.22629
- charge = 0
- HOMO energy (spin up / spin down) (eV) = -8.05 / -8.05
- total energy (eV) = -87784.1054
- multiplicity = 2
- largest force on an atom (Eh/bohr) = 0.1137
- <S²> = 0.755

Element x y z (Å)
O 16.60 -15.32 10.19
C 15.72 -14.54 9.83
O 15.80 -13.70 8.83
B 14.62 -12.87 8.71
O 13.62 -13.55 9.57
C 14.19 -14.45 10.36
O 13.71 -15.18 11.21
O 14.08 -12.72 7.40
C 14.20 -11.49 7.02
O 13.74 -10.96 5.95
C 14.89 -10.72 8.10
O 14.91 -11.48 9.18
O 15.13 -9.50 8.05
C 14.70 -6.38 7.28
O 15.82 -6.49 8.06
H 14.43 -5.33 7.30
H 14.81 -6.91 6.34
H 13.94 -6.95 7.82
H 16.20 -7.35 7.87
C 16.42 -17.65 12.83
O 16.08 -17.77 11.39
H 15.64 -17.31 13.51
H 16.84 -18.60 13.16
H 17.25 -16.94 12.86
H 15.89 -16.86 11.15
C 13.99 -18.19 9.04
O 13.50 -18.77 7.90
H 15.03 -17.89 8.87
H 13.48 -17.33 9.46
H 13.98 -18.93 9.84
H 13.09 -18.02 7.46
C 11.95 -8.39 5.45
O 11.26 -9.41 6.10
H 11.15 -7.94 4.87
H 12.34 -7.76 6.26
H 12.66 -8.82 4.74
H 11.88 -10.10 6.37
C 12.76 -15.23 6.48
O 13.26 -16.44 5.90
H 12.97 -14.41 5.81
H 11.77 -15.28 6.95
H 13.38 -14.95 7.33
H 14.20 -16.22 5.88
C 12.57 -11.35 2.62
O 12.93 -10.04 2.22
H 11.51 -11.44 2.86
H 12.82 -12.11 1.89
H 13.15 -11.57 3.52
H 13.89 -9.97 2.24
C 3.22 -11.70 7.08
O 4.55 -11.43 7.24
C 5.29 -12.40 7.95
C 6.79 -11.96 7.86
N 7.61 -12.76 8.83
C 8.84 -12.14 9.06
C 9.92 -12.97 9.73
O 9.89 -12.93 11.17
C 10.74 -13.91 11.76
H 2.96 -12.60 6.53
H 2.84 -10.76 6.68
H 2.74 -11.84 8.05
H 5.09 -13.39 7.52
H 4.93 -12.56 8.97
H 6.86 -10.91 8.13
H 7.15 -12.18 6.85
H 7.09 -12.91 9.68
H 8.64 -11.31 9.73
H 9.24 -11.52 8.25
H 10.92 -12.71 9.40
H 9.96 -14.02 9.44
H 11.75 -13.56 11.56
H 10.52 -14.87 11.30
H 10.59 -13.94 12.84
C 18.66 -10.12 9.59
O 18.97 -9.69 8.27
C 20.01 -8.67 8.28
C 20.33 -8.38 6.74
N 19.23 -7.70 6.02
C 19.03 -6.31 6.41
C 20.28 -5.39 6.06
O 20.62 -5.35 4.62
C 21.99 -5.32 4.26
H 17.68 -10.58 9.47
H 18.62 -9.33 10.34
H 19.51 -10.73 9.90
H 20.92 -8.97 8.80
H 19.82 -7.81 8.92
H 20.50 -9.38 6.34
H 21.26 -7.83 6.62
H 18.48 -8.36 6.14
H 18.78 -6.36 7.47
H 18.12 -6.00 5.91
H 21.14 -5.60 6.71
H 19.88 -4.46 6.45
H 22.00 -5.04 3.21
H 22.52 -6.26 4.44
H 22.47 -4.52 4.82
C 20.26 -15.39 10.09
C 20.23 -16.89 10.30
C 19.17 -17.56 9.37
O 19.43 -18.98 9.55
C 18.36 -19.70 9.12
N 21.54 -17.27 9.95
H 19.23 -15.06 10.17
H 20.69 -15.07 9.14
H 20.65 -14.91 10.99
H 19.95 -17.13 11.33
H 19.19 -17.19 8.34
H 18.23 -17.20 9.79
H 17.84 -19.43 8.20
H 17.71 -19.81 9.98
H 18.52 -20.76 8.92
H 21.61 -16.96 8.99
H 22.29 -16.74 10.38
C 12.11 -18.75 13.61
C 12.10 -17.72 14.70
C 13.21 -17.89 15.81
O 13.37 -16.62 16.54
C 12.53 -16.58 17.66
N 12.24 -16.41 14.09
H 12.15 -19.70 14.15
H 13.00 -18.72 12.99
H 11.24 -18.81 12.96
H 11.17 -17.75 15.26
H 14.15 -18.18 15.33
H 13.03 -18.79 16.39
H 12.88 -17.25 18.46
H 11.48 -16.82 17.50
H 12.47 -15.54 17.96
H 12.76 -15.77 14.67
H 12.69 -16.33 13.19
C 15.41 -14.36 4.07
C 16.48 -14.85 5.07
C 17.44 -13.73 5.65
O 18.48 -14.25 6.46
C 19.12 -13.16 7.16
N 15.78 -15.55 6.16
H 14.96 -13.49 4.54
H 14.74 -15.19 3.85
H 15.88 -14.10 3.12
H 17.15 -15.45 4.46
H 16.83 -12.96 6.11
H 17.88 -13.21 4.80
H 18.42 -12.63 7.80
H 19.59 -12.41 6.52
H 19.99 -13.41 7.76
H 15.50 -14.80 6.77
H 16.48 -15.97 6.76


ORCA calculation (ωB97M-V/def2-TZVPD) on a cluster of 7 separate species, C34H87N5O14 in total at a distorted geometry.

Results
- LUMO energy (hartree) = 0.02609
- charge = 0
- HOMO energy (eV) = -8.66
- total energy (eV) = -72774.9355
- SMILES = COCCNCCOC.COCCNCCOC.COCCNCCOC.COCCNCCOC.COCCNCCOC.OCCO.OCCO
- largest force on an atom (Eh/bohr) = 0.0694
- energy relative to the best compared isomer or geometry (same formula, charge and spin) (eV) = 1.225

Element x y z (Å)
C 4.16 -1.23 1.15
O 4.42 0.19 1.36
C 4.84 0.46 2.70
C 5.20 1.96 2.75
N 4.00 2.82 2.62
C 4.30 4.24 2.43
C 3.07 5.11 2.14
O 2.59 4.78 0.92
C 1.27 5.01 0.61
H 3.33 -1.55 1.78
H 5.04 -1.81 1.43
H 3.94 -1.38 0.09
H 5.73 -0.12 2.94
H 3.97 0.19 3.31
H 5.96 2.25 2.03
H 5.66 2.16 3.72
H 3.48 2.51 1.81
H 4.96 4.50 1.60
H 4.90 4.69 3.21
H 3.25 6.18 2.06
H 2.32 4.97 2.91
H 0.97 4.59 -0.35
H 0.95 6.04 0.70
H 0.62 4.37 1.21
C -0.45 -5.07 5.10
O -0.89 -4.26 4.03
C 0.07 -3.94 3.01
C -0.62 -3.11 1.90
N -1.46 -3.86 0.98
C -2.76 -4.26 1.58
C -3.35 -5.31 0.66
O -2.78 -6.62 0.77
C -3.55 -7.49 -0.01
H 0.50 -4.67 5.45
H -0.40 -6.12 4.81
H -1.19 -5.16 5.90
H 0.41 -4.87 2.57
H 0.91 -3.38 3.42
H 0.25 -2.74 1.36
H -1.12 -2.22 2.26
H -0.87 -4.61 0.67
H -3.40 -3.40 1.77
H -2.56 -4.72 2.55
H -3.31 -4.91 -0.35
H -4.43 -5.24 0.77
H -3.18 -8.51 -0.03
H -3.69 -7.26 -1.07
H -4.46 -7.66 0.57
C 0.76 3.15 -3.25
O -0.26 3.36 -4.21
C 0.13 3.13 -5.54
C -0.86 3.71 -6.57
N -0.88 5.15 -6.45
C -1.94 5.76 -7.27
C -1.95 7.27 -7.13
O -2.29 7.62 -5.79
C -2.75 8.96 -5.70
H 1.61 3.81 -3.43
H 1.05 2.10 -3.24
H 0.35 3.45 -2.29
H 0.21 2.05 -5.56
H 1.09 3.56 -5.81
H -1.87 3.33 -6.42
H -0.56 3.41 -7.58
H -1.06 5.41 -5.49
H -2.92 5.35 -7.02
H -1.79 5.48 -8.31
H -2.72 7.65 -7.80
H -0.98 7.70 -7.37
H -2.92 9.20 -4.65
H -3.67 9.08 -6.27
H -2.05 9.73 -6.02
C 2.59 -0.63 -3.07
O 1.80 -1.88 -3.10
C 0.72 -1.77 -2.17
C 0.06 -3.14 -2.08
N -0.55 -3.68 -3.27
C -1.02 -5.07 -3.07
C -1.76 -5.62 -4.28
O -1.02 -5.79 -5.53
C -1.01 -4.70 -6.45
H 1.85 0.16 -2.95
H 2.98 -0.35 -4.05
H 3.46 -0.62 -2.41
H -0.01 -1.01 -2.43
H 1.09 -1.34 -1.24
H -0.66 -3.04 -1.26
H 0.81 -3.79 -1.62
H 0.19 -3.77 -3.94
H -1.65 -5.04 -2.18
H -0.25 -5.80 -2.84
H -2.58 -4.93 -4.44
H -2.16 -6.59 -3.98
H -0.39 -3.94 -5.98
H -2.02 -4.29 -6.59
H -0.50 -5.02 -7.35
C -1.22 2.69 8.21
O -1.56 2.13 6.93
C -1.01 2.89 5.83
C -0.87 2.12 4.47
N 0.07 0.98 4.49
C 0.01 0.10 5.61
C 0.89 -1.19 5.39
O 2.24 -0.87 5.69
C 3.13 -1.92 5.16
H -0.16 2.89 8.27
H -1.43 1.93 8.97
H -1.73 3.63 8.40
H 0.00 3.23 6.06
H -1.58 3.78 5.58
H -0.56 2.79 3.66
H -1.87 1.83 4.15
H 1.03 1.30 4.49
H -0.97 -0.22 5.98
H 0.39 0.68 6.45
H 0.72 -1.48 4.35
H 0.60 -1.94 6.13
H 2.93 -2.11 4.11
H 2.97 -2.91 5.61
H 4.12 -1.51 5.37
C -3.40 -1.57 -2.52
C -3.41 -1.21 -1.01
O -2.18 -1.32 -0.30
O -3.20 -2.96 -2.75
H -2.62 -0.93 -2.93
H -4.37 -1.29 -2.94
H -4.20 -1.79 -0.53
H -3.75 -0.17 -0.93
H -2.14 -2.19 0.10
H -2.29 -3.14 -2.96
C 1.19 0.53 1.15
C 0.23 1.51 0.50
O -0.44 1.02 -0.64
O 0.58 -0.30 2.12
H 2.05 0.97 1.66
H 1.66 -0.07 0.38
H 0.87 2.32 0.14
H -0.43 2.02 1.21
H -1.08 0.34 -0.41
H 0.53 0.13 2.97